# 1
Below is a cluster of 2 separate species, C3H2NO3 in total in a non-equilibrium geometry, with properties calculated with ωB97M-V with the def2-TZVPD basis set.

Results
- LUMO energy: -7.05 eV
- ΔE to the lowest compared entry with this formula, charge and spin: 0.278 eV
- HOMO energy: -17.30 eV

```
! wB97M-V def2-TZVPD RIJCOSX def2/J DEFGRID3
* xyz 1 1
C 0.8018 0.9580 1.2541
C -1.1782 -1.3034 0.2635
C 0.1521 0.0851 -1.2984
N -0.6265 -0.6044 -0.5508
O 0.4254 0.9213 2.3498
O -1.8353 -1.8455 1.0044
O 1.2567 0.9980 0.1726
H 1.1253 -0.2806 -1.5181
H -0.1212 1.0715 -1.6771
*
```

---

# 2
Below is a structure of composition C13H18BF2N3O5S2 in a non-equilibrium geometry, with properties calculated with ωB97M-V with the def2-TZVPD basis set.

Results
- LUMO energy: -0.52 eV
- HOMO energy: -8.78 eV

```
! wB97M-V def2-TZVPD RIJCOSX def2/J DEFGRID3
* xyz 0 1
C 1.6444 -2.4743 1.4618
B 0.4190 -2.4048 2.4491
O 0.4287 -2.8564 3.7498
C -0.8899 -1.7529 1.7676
C -1.2609 -0.4710 1.9501
N -2.4053 -0.3128 1.1317
C -3.0536 0.9964 1.0462
C -1.9723 1.9922 0.5505
C -1.8301 3.2475 1.1198
C -0.8050 4.0743 0.6456
C 0.0450 3.6474 -0.3671
C 1.1727 4.5437 -0.8870
C -0.1268 2.3851 -0.9595
C -1.1371 1.5646 -0.4934
C -2.6598 -1.4498 0.5296
C -3.7871 -1.6718 -0.4621
N -1.7648 -2.3889 0.8866
H 2.5701 -2.8096 1.9474
H 1.3133 -3.1699 0.6626
H 1.7870 -1.5080 0.9489
H 1.1511 -2.4191 4.2223
H -0.8134 0.3136 2.5493
H -3.9405 0.9985 0.4014
H -3.3863 1.3655 2.0309
H -2.5180 3.5495 1.9140
H -0.6831 5.0676 1.0874
H 1.9361 4.5775 -0.0868
H 0.8360 5.5679 -1.0919
H 1.6767 4.0785 -1.7468
H 0.5514 2.0496 -1.7502
H -1.3198 0.5678 -0.9083
H -4.3324 -0.7256 -0.5743
H -3.3315 -1.9725 -1.4159
H -4.5146 -2.4125 -0.1036
H -1.7439 -3.3450 0.5637
N 3.4453 -1.6154 -3.4069
S 4.5002 -2.6786 -2.8800
O 3.9637 -3.7842 -2.1486
O 5.7606 -2.1653 -2.4535
F 4.8663 -3.3501 -4.2742
S 2.7874 -0.7884 -2.2555
O 1.6179 -0.0740 -2.6802
O 3.6546 -0.0778 -1.3690
F 2.1488 -1.9084 -1.3016
*
```

---

# 3
Below is a structure of composition C16H12N4NiO10 in a non-equilibrium geometry, with properties calculated with ωB97M-V with the def2-TZVPD basis set.

Results
- LUMO energy (alpha / beta): -0.75 / -0.72 eV
- HOMO energy (alpha / beta): -6.07 / -8.08 eV

```
! wB97M-V def2-TZVPD RIJCOSX def2/J DEFGRID3
* xyz 0 3
Ni 0.4463 -0.0258 -0.4737
O 2.7121 -2.6539 1.9275
C 1.9728 -1.7249 1.3476
O 1.2362 -1.9465 0.4211
C 2.0869 -0.3688 1.9421
C 2.8126 -0.0339 3.0658
C 2.7341 1.2768 3.5135
C 1.9147 2.1756 2.8566
C 1.2113 1.7392 1.7461
N 1.3444 0.5084 1.2876
C 0.1993 2.5103 0.9464
O -0.1915 3.7098 1.3384
O -0.2026 2.0576 -0.0990
H 2.5294 -3.4958 1.4899
H 3.4007 -0.7823 3.5791
H 3.2894 1.5886 4.3891
H 1.8281 3.1933 3.2121
H -0.0614 3.8225 2.2888
O -2.4525 -2.3743 -1.0104
C -2.3602 -1.2036 -0.8242
O -1.4615 -0.4777 -1.6139
C -3.0078 -0.4263 0.2828
C -4.3704 -0.1781 0.2973
C -4.8618 0.6423 1.3112
C -4.0622 1.2158 2.2739
C -2.6868 0.9389 2.2513
C -2.1721 0.0933 1.2609
N -1.8290 1.5331 3.1684
O -0.5494 1.2330 3.0943
O -2.2939 2.3247 4.0557
N -6.3104 0.9472 1.3198
O -6.7625 1.5809 2.2520
O -6.9796 0.5351 0.3877
H -5.0383 -0.5712 -0.4549
H -4.4731 1.8643 3.0280
H -1.1244 -0.1303 1.2764
N 1.5208 -1.2663 -2.9344
C 1.4104 -0.4113 -2.1527
H 1.5729 -2.0367 -3.5674
C -1.9097 0.8023 -2.1303
H -1.0216 1.3423 -2.4370
H -2.4348 1.3780 -1.3749
H -2.5571 0.6243 -2.9879
*
```

---

# 4
Below is a cluster of 4 separate species, H8O3S2 in total in a non-equilibrium geometry, with properties calculated with ωB97M-V with the def2-TZVPD basis set.

Results
- LUMO energy: -0.37 eV
- ΔE to the lowest compared entry with this formula, charge and spin: 1.254 eV
- HOMO energy: -9.25 eV

```
! wB97M-V def2-TZVPD RIJCOSX def2/J DEFGRID3
* xyz 0 1
S 0.2738 -1.2146 -3.6283
S 1.7282 -0.9937 -1.9414
H 1.1538 -0.8206 -4.6278
H 1.5161 -2.1743 -1.3094
H -0.8830 6.1075 0.3632
H -1.9626 6.6013 -0.5782
O -1.4762 6.8281 0.2191
H -0.2610 -0.0325 0.8537
H -0.5454 -1.3026 1.7837
O 0.1380 -0.8083 1.3800
H 0.7558 -3.5117 2.2187
H -0.5152 -4.6602 2.4167
O 0.0778 -4.0182 2.8501
*
```

---

# 5
Below is a cluster of 2 separate species, C3H11N2 in total in a non-equilibrium geometry, with properties calculated with ωB97M-V with the def2-TZVPD basis set.

Results
- LUMO energy: -4.80 eV
- ΔE to the lowest compared entry with this formula, charge and spin: 1.075 eV
- HOMO energy: -14.70 eV

```
! wB97M-V def2-TZVPD RIJCOSX def2/J DEFGRID3
* xyz 1 1
C -2.5471 0.3578 0.6999
C -2.4821 -0.4442 -0.6052
H -3.2910 -0.0601 1.3866
H -2.9396 1.3514 0.5223
H -1.6214 0.6219 1.2080
H -3.4333 -0.9251 -0.7935
H -2.2740 0.2307 -1.4387
H -1.7379 -1.2446 -0.5015
N 1.5592 -0.0076 -0.6808
C 2.5355 -0.4701 0.0409
N 3.4905 0.3327 0.4875
H 1.5419 0.9980 -0.8127
H 0.6639 -0.4684 -0.8013
H 2.6027 -1.5517 0.1293
H 4.0743 0.2381 1.3034
H 3.8586 1.0410 -0.1443
*
```

---

# 6
Below is a structure of composition C31H42B2F18HfN5O9S3 in a non-equilibrium geometry, with properties calculated with ωB97M-V with the def2-TZVPD basis set.

Results
- LUMO energy: -3.88 eV
- HOMO energy: -10.15 eV

```
! wB97M-V def2-TZVPD RIJCOSX def2/J DEFGRID3
* xyz 1 1
C 2.3734 -3.3466 5.3092
N 1.2208 -2.6611 4.6677
C 0.3911 -1.9051 5.4202
C -0.6245 -1.2030 4.8256
C -0.8034 -1.2445 3.4263
C 0.0059 -2.1316 2.7413
C 0.9805 -2.8704 3.3720
C -1.8241 -0.3931 2.7753
C -2.8274 -0.9739 2.0234
C -3.9657 -0.2758 1.6970
N -3.8713 1.0662 1.7952
C -2.8506 1.6989 2.3896
C -1.8458 0.9780 3.0075
C -4.9984 1.9141 1.3551
H 2.9185 -4.0361 4.6758
H 1.9409 -3.8733 6.1566
H 2.9974 -2.5003 5.5920
H 0.5301 -1.9030 6.4910
H -1.2842 -0.5710 5.4043
H -0.2218 -2.3759 1.7139
H 1.6597 -3.5270 2.8463
H -2.8179 -2.0376 1.8091
H -4.8396 -0.5797 1.1415
H -2.8909 2.7693 2.5404
H -1.1106 1.5050 3.5975
H -4.6301 2.7873 0.8313
H -5.6068 2.1447 2.2302
H -5.6839 1.3424 0.7331
Hf -1.3710 -3.3383 -2.0631
C 2.9339 0.5596 -1.5819
C 3.0841 1.7166 -2.5979
C 1.7349 2.3477 -2.7975
N 1.6881 3.5721 -3.7174
C 2.1507 3.2220 -5.0737
C 2.4709 4.7946 -3.2431
C 1.7143 5.4591 -2.1151
C 0.2901 4.9446 -2.2860
C 0.2831 4.2262 -3.6158
H 2.3759 -0.2955 -1.9472
H 2.6105 1.0251 -0.6414
H 3.8426 0.1442 -1.1349
H 3.4330 1.0847 -3.4214
H 3.8880 2.3903 -2.3082
H 1.4377 2.7950 -1.8480
H 0.9563 1.6870 -3.1743
H 2.0859 4.0147 -5.8119
H 1.5248 2.3986 -5.4294
H 3.1289 2.7576 -4.9731
H 2.4905 5.5533 -4.0290
H 3.5165 4.5040 -3.1505
H 1.7981 6.5403 -2.0322
H 2.0861 5.1364 -1.1382
H -0.4675 5.7256 -2.2350
H 0.0463 4.2899 -1.4527
H 0.2323 4.8121 -4.5327
H -0.4412 3.4180 -3.7185
C 3.3986 -3.7482 -1.6164
F 4.3960 -4.5491 -1.3045
F 3.7110 -2.4563 -1.4441
F 3.0059 -3.8848 -2.8746
S 1.9523 -4.1761 -0.5010
O 2.2661 -3.5153 0.7454
O 0.7194 -3.5918 -1.0943
O 1.9100 -5.6089 -0.4571
C -2.5621 0.9865 -3.1418
F -3.3408 1.8724 -3.7168
F -1.7533 0.4170 -4.0554
F -1.7761 1.5037 -2.2101
S -3.6158 -0.4242 -2.4721
O -4.0494 -0.0385 -1.1444
O -4.6884 -0.5718 -3.3995
O -2.6783 -1.5927 -2.4187
C -1.4022 -6.9340 0.7035
F -0.9555 -7.6025 1.7523
F -0.6108 -7.1626 -0.3265
F -2.6618 -7.2873 0.4694
S -1.5034 -5.0873 1.1882
O -1.5627 -4.2881 -0.0731
O -2.6194 -4.8958 2.0667
O -0.2373 -4.9347 1.8724
B -4.4556 -3.8940 -1.0507
F -4.6440 -4.9026 -0.1335
F -3.8116 -2.8370 -0.3703
F -3.4636 -4.3370 -2.0489
F -5.5748 -3.4909 -1.7123
B -0.2900 -0.7479 -0.4977
F -0.1529 -0.6871 -1.8916
F -1.2284 -1.7534 -0.2743
F 0.9404 -0.9651 0.0654
F -0.7209 0.4932 0.0078
F 0.0613 -2.7066 -3.5566
N 3.0954 -0.5585 1.6313
C 4.3611 -0.9925 1.4452
C 5.2246 -0.0821 2.0387
C 4.3970 0.9198 2.5708
C 3.0707 0.6226 2.3433
H 2.2986 -0.9569 1.1604
H 4.6845 -1.9533 1.0806
H 6.2986 -0.1517 2.0443
H 4.8951 1.7273 3.0908
H 2.1806 1.1974 2.5290
N -1.1103 3.0300 0.2231
C -0.4220 3.7906 1.1322
C -1.1108 4.9660 1.3655
C -2.2513 4.8731 0.5522
C -2.2699 3.6872 -0.1324
H -0.7767 2.1011 -0.0429
H 0.4760 3.3548 1.5444
H -0.8192 5.7424 2.0512
H -3.0631 5.5874 0.5457
H -3.0060 3.2116 -0.7566
*
```

---

# 7
Below is a cluster of 2 separate species, C3H9NS2 in total in a non-equilibrium geometry, with properties calculated with ωB97M-V with the def2-TZVPD basis set.

Results
- LUMO energy: 0.54 eV
- ΔE to the lowest compared entry with this formula, charge and spin: 2.420 eV
- HOMO energy: -7.97 eV

```
! wB97M-V def2-TZVPD RIJCOSX def2/J DEFGRID3
* xyz 0 1
C 2.2023 -2.2116 0.6863
S 3.0314 -0.5165 0.7039
S 1.3825 0.7077 0.9306
H 2.2678 -2.6916 -0.2629
H 1.1679 -2.0030 1.0233
H 2.6876 -2.8478 1.6205
H 0.3746 -0.2399 1.2835
C -1.3216 0.4308 -1.7463
C -2.0296 0.9972 -0.6699
N -1.6240 2.0502 0.1603
H -0.1940 0.6194 -1.8194
H -2.0471 0.2800 -2.5325
H -3.0704 0.7885 -0.5411
H -0.6995 2.4473 0.1663
H -2.1280 2.1894 0.9975
*
```

---

# 8
Below is a cluster of 2 separate species, HN3O6 in total in a non-equilibrium geometry, with properties calculated with ωB97M-V with the def2-TZVPD basis set.

Results
- LUMO energy (alpha / beta): -0.85 / -0.85 eV
- ΔE to the lowest compared entry with this formula, charge and spin: 0.781 eV
- HOMO energy (alpha / beta): -9.77 / -9.77 eV

```
! wB97M-V def2-TZVPD RIJCOSX def2/J DEFGRID3
* xyz 0 1
N -0.2773 -0.6059 -0.1218
N 2.1773 -1.3042 -0.1882
N 1.9908 1.3719 -0.0542
O 1.7208 -1.2172 -1.2437
O 2.5724 0.2212 0.4157
O 2.6737 -2.0904 0.4864
O 2.7677 2.2778 -0.1376
O 0.2344 -0.8584 0.9241
O 0.8373 1.3543 -0.3643
H -1.3441 -0.2759 -0.1551
*
```

---

# 9
Below is a cluster of 4 separate species, C31H63Br2N9O7P4S in total in a non-equilibrium geometry, with properties calculated with ωB97M-V with the def2-TZVPD basis set.

Results
- LUMO energy: -1.34 eV
- HOMO energy: -7.73 eV

```
! wB97M-V def2-TZVPD RIJCOSX def2/J DEFGRID3
* xyz 0 1
C -0.3303 -5.6686 -0.9153
C 0.2001 -7.1426 -0.6221
Br -1.0676 -8.6388 -0.9721
C 1.5201 -7.4699 -0.1525
Br 1.9137 -9.3829 0.1026
C 2.5351 -6.2774 0.0754
C 2.9691 -5.4411 -1.1653
C 3.9593 -4.2671 -1.0370
C 4.5669 -3.8596 0.3323
P 5.7284 -2.3807 0.3844
O 7.3650 -2.8414 0.1250
O 5.3282 -1.4287 -1.0092
S 5.4916 -1.2088 1.9182
C 4.1787 -4.6967 1.5682
C 3.1633 -5.8897 1.4315
C 2.7921 -6.6625 2.7868
O 2.5534 -7.8831 2.8710
C 2.7930 -5.7376 4.1093
C 3.7138 -4.6526 4.2345
C 4.7718 -4.4145 3.0408
O 5.9492 -4.0805 3.2693
H 0.2583 -5.1654 -1.7702
H -0.2288 -4.9500 -0.0199
H -1.4410 -5.6697 -1.2600
H 2.5498 -5.6921 -2.1991
H 4.2310 -3.6617 -1.9600
H 7.6214 -2.4696 -0.7600
H 4.3618 -1.2467 -0.8710
H 2.0208 -5.9477 4.9148
H 3.6953 -3.9788 5.1567
O -3.3788 -4.7529 -2.5112
P -4.0361 -3.3799 -2.7657
N -5.6068 -3.9957 -2.4753
C -6.7579 -3.9887 -3.3510
C -5.9259 -4.3262 -1.0882
N -3.7040 -3.4204 -4.4678
C -4.7006 -3.2882 -5.5190
C -2.7067 -4.3928 -4.9259
N -4.7393 -1.7694 -3.0281
C -3.6065 -0.8015 -3.0589
C -5.6751 -1.1930 -2.0495
H -6.9136 -3.0310 -3.8538
H -7.6961 -4.1754 -2.8165
H -6.6815 -4.7743 -4.1065
H -5.9968 -3.4248 -0.4733
H -5.1509 -4.9630 -0.6536
H -6.8677 -4.8739 -0.9885
H -5.2723 -4.2106 -5.6566
H -4.2197 -3.0622 -6.4778
H -5.3888 -2.4598 -5.3510
H -3.1079 -5.4151 -4.9231
H -1.8112 -4.3616 -4.3016
H -2.3685 -4.1726 -5.9436
H -3.0921 -0.7806 -2.0934
H -3.9456 0.2106 -3.2933
H -2.8688 -1.0702 -3.8178
H -5.2404 -1.1444 -1.0455
H -6.6218 -1.7292 -1.9870
H -5.9544 -0.1789 -2.3518
O -2.8696 1.7336 -0.7127
P -3.2551 3.1588 -0.2797
N -1.6924 3.7600 -0.6166
C -0.7725 4.4335 0.2714
C -1.3262 3.8588 -2.0274
N -3.3751 2.7434 1.4000
C -2.6502 3.3982 2.4786
C -3.4564 1.3163 1.7260
N -3.7776 4.7947 0.1783
C -5.2639 4.7640 0.3060
C -3.5187 5.9357 -0.7141
H -1.2417 5.2040 0.8892
H 0.0248 4.9595 -0.2646
H -0.2707 3.7156 0.9231
H -1.9026 4.6396 -2.5319
H -1.5219 2.9161 -2.5454
H -0.2648 4.0783 -2.1754
H -1.6060 3.0757 2.5219
H -3.1021 3.1555 3.4475
H -2.6889 4.4858 2.4184
H -2.4827 0.8204 1.6153
H -4.1869 0.8090 1.0921
H -3.7938 1.1577 2.7553
H -5.7327 4.5315 -0.6562
H -5.6552 5.7210 0.6611
H -5.5892 4.0053 1.0204
H -3.9412 5.7799 -1.7127
H -2.4602 6.1691 -0.8233
H -3.9577 6.8462 -0.2940
O 2.5768 3.9559 0.9167
P 3.8922 4.5258 1.4640
N 4.5196 2.9637 1.7647
C 4.9893 2.3992 3.0111
C 4.8884 2.1779 0.5879
N 3.1459 5.1470 2.9003
C 3.5528 4.8251 4.2594
C 1.6814 5.2601 2.8813
N 5.4152 5.2371 2.0415
C 5.3904 6.6850 1.6824
C 6.7051 4.7605 1.5172
H 5.6300 3.0782 3.5797
H 5.6001 1.5019 2.8643
H 4.1527 2.0927 3.6436
H 5.7651 2.6016 0.0898
H 4.0713 2.1602 -0.1387
H 5.1075 1.1325 0.8272
H 3.2079 3.8326 4.5635
H 3.1265 5.5446 4.9684
H 4.6303 4.8930 4.4083
H 1.2028 4.2761 2.9783
H 1.3343 5.7344 1.9608
H 1.3116 5.8889 3.6978
H 5.3630 6.8162 0.5954
H 6.2658 7.2099 2.0740
H 4.5119 7.1852 2.0947
H 6.7591 4.8397 0.4260
H 6.9337 3.7327 1.7971
H 7.5230 5.3489 1.9449
*
```

---

# 10
Below is a cluster of 2 separate species, C3H12NO3Si in total in a non-equilibrium geometry, with properties calculated with ωB97M-V with the def2-TZVPD basis set.

Results
- LUMO energy: -3.70 eV
- ΔE to the lowest compared entry with this formula, charge and spin: 3.034 eV
- HOMO energy: -11.81 eV

```
! wB97M-V def2-TZVPD RIJCOSX def2/J DEFGRID3
* xyz 1 1
C -1.0091 0.7287 1.7740
C -0.8445 1.4349 0.3499
C -0.6515 0.5526 -0.9109
N -1.9270 -0.2262 -1.1882
O 1.3412 -2.5303 -0.0206
O 2.4116 -0.2834 1.1001
O 2.9630 -0.7487 -1.4237
Si 1.9597 -1.0560 -0.2406
H -0.0767 0.2346 1.8458
H -1.3664 1.4690 2.3568
H -1.7731 -0.0543 1.6473
H 0.0368 1.9810 0.5298
H -1.6606 2.2760 0.2827
H -0.4201 1.0252 -1.8602
H -2.5658 0.5044 -1.6617
H -2.2500 -0.6430 -0.3496
H -1.7595 -1.0977 -1.7141
H 1.4521 -3.0368 0.8026
H 2.8202 0.5974 0.9356
H 3.3196 -1.1273 -2.2549
*
```

---

# 11
Below is an isolated molecule of C4H3IOS in a non-equilibrium geometry, with properties calculated with ωB97M-V with the def2-TZVPD basis set.

Results
- LUMO energy: -0.72 eV
- ΔE to the lowest compared entry with this formula, charge and spin: 3.471 eV
- HOMO energy: -8.93 eV

```
! wB97M-V def2-TZVPD RIJCOSX def2/J DEFGRID3
* xyz 0 1
C 1.4798 0.2202 0.3054
C 0.2255 0.8846 0.4221
C 1.4743 -0.9134 -0.3864
C -0.6685 0.1122 -0.1851
O -4.3091 -0.3341 -0.0955
S -0.1471 -1.3017 -0.8580
I -2.8202 0.7882 -0.3705
H 2.4787 0.5566 0.6254
H -0.0808 1.6105 1.0818
H 2.3674 -1.6230 -0.5392
*
```